[1]
Below is C55H67AsGeNOPSi2Ti as an isolated structure, with properties calculated with ωB97M-V with the def2-TZVPD basis set.

Structure (XYZ):
```
130
Properties=species:S:1:pos:R:3:mulliken_charge:R:1
Ti 0.08536 1.72057 -0.81790 -2.133
C 3.30309 2.01726 3.48737 -1.182
N 2.18358 1.82251 2.55450 0.856
C 0.84406 1.88146 3.13665 -1.123
C 2.39989 1.59507 1.29082 -0.080
C 3.78035 1.46681 0.75001 -1.339
O 1.41980 1.50666 0.45399 -0.212
H 2.89915 2.40803 4.41617 0.448
H 4.01698 2.73353 3.08827 0.372
H 3.79811 1.06808 3.68899 0.354
H 0.85280 1.31248 4.06428 0.646
H 0.12378 1.43070 2.46330 -0.006
H 0.57796 2.91794 3.34762 0.435
H 4.41176 0.88134 1.41401 0.661
H 4.21970 2.46392 0.64988 0.265
H 3.74359 0.99980 -0.23150 -0.046
C 1.90994 5.70011 -2.60790 -1.308
Si 1.70378 4.25928 -1.45569 1.005
C 2.88309 4.58916 -0.03390 -1.132
C 2.27465 2.77087 -2.48216 -0.791
C 0.00297 3.77361 -0.72711 0.960
Si -1.39119 5.04446 -1.22641 0.573
C -1.01239 6.48094 -0.09660 -1.324
C -3.18269 4.59186 -1.01120 -0.800
C -1.27273 5.56777 -3.01936 -1.254
H 2.98900 5.79022 -2.76229 0.428
H 1.55755 6.64437 -2.19420 0.346
H 1.44291 5.55305 -3.57846 0.363
H 3.90328 4.29951 -0.29818 0.440
H 2.60393 4.10110 0.90022 0.159
H 2.90428 5.66258 0.16408 0.434
H 3.22062 3.01279 -2.97389 0.747
H 1.57259 2.54734 -3.29510 0.200
H 2.47000 1.84556 -1.92589 -0.031
H 0.10854 3.94868 0.35681 0.214
H -1.25029 6.23872 0.94203 0.313
H -1.61056 7.35040 -0.37598 0.430
H 0.03887 6.77511 -0.14310 0.326
H -3.43278 4.03123 -0.11737 0.058
H -3.56400 4.06358 -1.88380 0.227
H -3.71622 5.54522 -0.95186 0.618
H -0.59045 6.39728 -3.17709 0.511
H -2.26731 5.90128 -3.32276 0.463
H -0.98978 4.75889 -3.69323 0.202
C -0.19274 -2.89229 -0.79462 -0.269
C 0.91600 -3.92193 -0.70910 -0.713
As 0.23327 -5.75121 -0.36553 0.330
C -0.37468 -5.35502 1.45117 -0.156
C 0.49673 -4.97553 2.47104 0.080
C 0.01390 -4.71621 3.74472 -0.664
C -1.34425 -4.83710 4.01551 -0.527
C -2.21739 -5.21378 3.00666 -0.651
C -1.73321 -5.46893 1.72855 -0.344
C 1.95189 -6.55067 0.10344 0.111
C 3.18592 -6.05112 -0.29992 0.016
C 4.36157 -6.70201 0.05848 -0.686
C 4.31359 -7.85574 0.82388 -0.492
C 3.08503 -8.36906 1.21880 -0.684
C 1.91359 -7.72532 0.85357 -0.349
P 0.44729 -1.18281 -0.54752 0.513
C 1.81881 -1.07594 -1.74168 1.434
C 3.09161 -1.65151 -1.68117 -0.329
C 3.96945 -1.52634 -2.74633 -0.792
C 3.58933 -0.85324 -3.90331 -0.955
C 2.32074 -0.30751 -3.99600 -0.575
C 1.44960 -0.41722 -2.91923 -1.010
C 0.99576 -1.31746 1.18866 0.864
C 2.27687 -1.59619 1.65936 0.131
C 2.50949 -1.76062 3.01998 -1.055
C 1.46486 -1.65408 3.92697 -0.758
C 0.18202 -1.38563 3.46881 -0.548
C -0.04853 -1.21639 2.11207 -0.322
H -0.95674 -3.02229 -0.02080 -0.287
H -0.69969 -2.93179 -1.75858 0.875
H 1.60934 -3.71582 0.11142 0.055
H 1.47821 -3.95031 -1.64487 0.888
H 1.56189 -4.90625 2.27679 0.387
H 0.70098 -4.44349 4.53590 0.479
H -1.71621 -4.66070 5.01606 0.458
H -3.27146 -5.33521 3.21975 0.518
H -2.41531 -5.78734 0.94847 0.413
H 3.24887 -5.16383 -0.91699 0.386
H 5.31605 -6.31096 -0.27004 0.400
H 5.22788 -8.36142 1.10273 0.395
H 3.03987 -9.27683 1.80536 0.400
H 0.96065 -8.13894 1.16489 0.391
H 3.39774 -2.22898 -0.82202 0.186
H 4.94980 -1.97967 -2.68498 0.542
H 4.27541 -0.77705 -4.73547 0.439
H 2.00644 0.19340 -4.90194 0.540
H 0.43313 -0.03217 -3.02538 0.287
H 3.10481 -1.70462 0.97669 0.267
H 3.50609 -2.00293 3.36692 0.523
H 1.64500 -1.80803 4.98247 0.394
H -0.64386 -1.32277 4.16484 0.397
H -1.06123 -1.03141 1.76793 -0.929
C -4.56089 3.16180 3.16197 -0.730
C -5.26336 2.32161 2.31054 -0.949
C -4.60704 1.66583 1.27770 -0.375
C -3.23980 1.85404 1.07700 -0.277
C -2.54808 2.70359 1.93950 0.737
C -3.19872 3.35384 2.97810 -1.174
Ge -2.33408 0.95279 -0.38596 3.706
C -3.00279 -0.87602 -0.41747 0.571
C -3.54680 -1.46548 0.72366 -0.465
C -4.16114 -2.70921 0.65005 -0.859
C -4.24731 -3.37062 -0.56587 -0.673
C -3.71155 -2.79356 -1.70960 -0.856
C -3.09002 -1.55592 -1.63321 -0.676
C -2.72923 1.51995 -2.23379 -0.080
C -1.69664 1.93431 -3.06699 0.402
C -1.87208 2.30487 -4.39143 -0.778
C -3.15725 2.25396 -4.90692 -0.879
C -4.21509 1.82900 -4.10761 -0.849
C -4.00638 1.45384 -2.78868 -0.184
H -5.07590 3.67039 3.96548 0.411
H -6.32587 2.17571 2.45060 0.472
H -5.17052 1.00856 0.62627 0.407
H -1.49625 2.90124 1.77168 0.309
H -2.65318 4.01882 3.63508 0.483
H -3.51019 -0.94970 1.67612 0.372
H -4.58632 -3.15101 1.54125 0.466
H -4.74059 -4.33145 -0.62650 0.492
H -3.78612 -3.30477 -2.66050 0.484
H -2.69905 -1.10643 -2.54050 0.447
H -0.67356 2.01624 -2.67172 -0.165
H -1.04120 2.62817 -5.00371 0.603
H -3.33608 2.54256 -5.93359 0.454
H -5.21311 1.78752 -4.52262 0.443
H -4.84357 1.11473 -2.19074 0.419
```

HOMO-LUMO gap	5.848	eV
net charge	+2
highest occupied orbital energy	-12.1	eV

[2]
Below is a 7-piece molecular cluster, C55H67BClFN5O7 overall in a non-equilibrium geometry, with properties calculated with ωB97M-V with the def2-TZVPD basis set.

Structure (XYZ):
```
137
Properties=species:S:1:pos:R:3:mulliken_charge:R:1
C -1.93762 7.97645 -2.62373 -0.733
C -1.93305 6.49018 -3.38795 -0.323
O -2.80705 5.61876 -2.58220 -0.138
C -2.18801 5.40005 -1.23556 -0.615
C -2.82873 4.00024 -0.58850 -0.240
C -1.67880 3.24827 0.31327 -0.607
C -2.09746 1.76347 0.86870 -0.290
C -2.31530 0.63813 -0.34948 -0.426
N -1.11918 -0.25803 -0.56050 -0.039
C -0.12651 0.11901 -1.63646 0.313
C -0.06205 1.34283 -2.72270 -0.519
C -1.26207 1.30458 -3.86039 0.515
O -1.61815 2.47551 -4.45073 -0.387
F -1.96986 0.07771 -4.31622 -0.250
N 1.02955 -0.87428 -1.66510 -0.398
C 0.54291 -1.79308 -0.53076 -0.427
N 1.32842 -2.84575 -0.20250 0.581
C 1.14573 -3.93207 0.80806 -0.674
C 1.43768 -3.48105 2.38037 0.651
O 2.29098 -2.52745 2.76090 -0.463
Cl 0.43314 -4.38389 3.70037 -0.205
N 2.52242 -2.92712 -0.95972 0.301
C 3.74495 -2.93854 -0.08491 0.231
C 4.28055 -1.44481 0.44389 -0.797
O 4.45829 -3.99388 0.31146 -0.540
C 2.47423 -4.03500 -1.97329 0.430
C 2.10545 -3.58856 -3.54230 -0.973
O 2.72427 -5.33108 -1.78978 -0.461
N -0.74235 -1.44079 0.11662 1.177
B -1.61537 -1.93088 1.22268 -0.126
O -1.85489 -1.04600 2.41744 -0.566
O -2.27102 -3.27842 1.32011 -0.261
C -2.86195 -3.67223 0.03199 -0.053
C -3.10982 -5.32281 0.13930 -0.962
H -1.70560 8.86577 -3.35134 0.208
H -3.02319 8.05338 -2.13693 0.257
H -1.15050 7.98146 -1.74475 0.206
H -2.37128 6.70411 -4.47548 0.281
H -0.84184 6.07627 -3.54194 0.237
H -2.43522 6.26453 -0.47468 0.239
H -1.02656 5.29692 -1.43545 0.318
H -3.81875 4.26127 0.01594 0.301
H -3.17395 3.36108 -1.51339 0.104
H -0.64035 3.19876 -0.23443 0.154
H -1.49759 3.92952 1.27675 0.366
H -1.18493 1.37364 1.52564 0.160
H -3.02206 1.78124 1.61901 0.341
H -2.47585 1.30028 -1.33004 0.016
H -3.34706 0.05055 -0.22563 0.329
H -0.01591 2.36491 -2.15371 0.144
H 0.96609 1.24925 -3.32034 0.385
H 1.86299 -4.86926 0.62776 0.417
H 0.04671 -4.37345 0.65840 0.304
H 5.01836 -1.51946 1.35000 0.318
H 4.66436 -0.77431 -0.44357 0.308
H 3.30577 -0.90023 0.85938 0.146
H 2.41401 -2.48495 -3.78746 0.264
H 2.77118 -4.31396 -4.21701 0.369
H 0.98627 -3.84985 -3.82023 0.267
H -0.91116 -0.74726 2.65151 0.356
H -3.96391 -3.21460 0.00346 0.327
H -2.22845 -3.38508 -0.91342 0.160
H -3.12088 -5.58430 1.29354 0.252
H -4.14195 -5.65640 -0.29950 0.333
H -2.21206 -5.90367 -0.34077 0.234
C 8.07727 -7.92794 -2.45177 -0.427
C 6.73697 -7.93275 -2.83690 -0.401
C 5.83997 -7.03782 -2.25441 -0.455
C 6.28588 -6.13049 -1.29293 0.111
C 7.62701 -6.12320 -0.91056 -0.508
C 8.52210 -7.02444 -1.48635 -0.371
H 8.77535 -8.62786 -2.90349 0.358
H 6.39100 -8.63516 -3.59110 0.359
H 4.79433 -7.04634 -2.54984 0.382
H 5.58799 -5.42969 -0.84243 0.294
H 7.97466 -5.41496 -0.16245 0.374
H 9.56569 -7.02218 -1.18421 0.358
C -4.42546 5.71675 -8.63162 -0.298
C -3.37604 5.07590 -7.97376 -0.629
C -3.62896 4.31105 -6.83541 -0.086
C -4.93405 4.17890 -6.36023 -0.509
C -5.98396 4.81673 -7.02035 -0.249
C -5.72976 5.58918 -8.15333 -0.525
H -4.22750 6.31553 -9.51678 0.368
H -2.36003 5.17331 -8.34809 0.368
H -2.81017 3.81732 -6.31914 0.410
H -5.13200 3.57889 -5.47597 0.380
H -7.00117 4.71231 -6.65086 0.433
H -6.54721 6.09043 -8.66412 0.370
C 2.63784 -5.76828 6.29135 0.309
C 2.45624 -6.81104 7.19934 -0.601
C 3.46553 -7.12984 8.10735 -0.282
C 4.65374 -6.39865 8.11388 -0.237
C 4.83378 -5.35344 7.20834 -0.536
C 3.82814 -5.04068 6.29412 -0.242
H 1.85237 -5.52233 5.58157 -0.117
H 1.52759 -7.37629 7.19876 0.347
H 3.32640 -7.94674 8.81023 0.349
H 5.43845 -6.64378 8.82469 0.324
H 5.75916 -4.78267 7.21465 0.352
H 3.97096 -4.22991 5.58514 0.403
C 4.27730 -9.54234 13.63968 -0.353
C 4.66460 -9.70381 12.30975 -0.508
C 4.95797 -8.58717 11.52754 -0.146
C 4.87349 -7.30829 12.07877 -0.260
C 4.48981 -7.14711 13.40983 -0.448
C 4.18744 -8.26328 14.18936 -0.368
H 4.04544 -10.41265 14.24800 0.354
H 4.73706 -10.70075 11.88228 0.348
H 5.25322 -8.71293 10.48940 0.390
H 5.10682 -6.43825 11.47075 0.288
H 4.42560 -6.15050 13.83971 0.354
H 3.88324 -8.13701 15.22469 0.353
C -7.73808 4.58752 -3.45165 -0.480
C -7.05876 4.25082 -2.28121 -0.292
C -7.62704 3.35327 -1.37774 -0.438
C -8.87153 2.78430 -1.64983 -0.356
C -9.54913 3.11817 -2.82213 -0.432
C -8.98499 4.02287 -3.72113 -0.386
H -7.29641 5.28968 -4.15389 0.499
H -6.08593 4.68895 -2.07258 0.425
H -7.10050 3.09627 -0.46263 0.364
H -9.31234 2.08106 -0.94823 0.359
H -10.51821 2.67343 -3.03479 0.361
H -9.51566 4.28696 -4.63165 0.369
C -0.17462 11.44155 -4.65279 -0.305
C 0.72250 11.31392 -3.59277 -0.349
C 1.16257 12.44763 -2.91022 -0.345
C 0.69731 13.70936 -3.28180 -0.375
C -0.20275 13.83658 -4.33944 -0.351
C -0.63561 12.70367 -5.02798 -0.433
H -0.51471 10.55808 -5.18670 0.406
H 1.07967 10.33009 -3.29886 0.354
H 1.86677 12.34846 -2.08865 0.350
H 1.03635 14.59253 -2.74685 0.351
H -0.56648 14.81978 -4.62783 0.352
H -1.33253 12.80368 -5.85544 0.348
```

HOMO-LUMO gap	5.855	eV
net charge	+1
highest occupied orbital energy	-10.3	eV

[3]
Below is C55H72N7OTeW as an isolated structure in a non-equilibrium geometry, with properties calculated with ωB97M-V with the def2-TZVPD basis set.

Structure (XYZ):
```
137
Properties=species:S:1:pos:R:3:mulliken_spin:R:1
W -0.38770 0.21170 0.78965 2.469
C -0.34945 -0.12961 3.12447 -0.202
C -0.68116 1.25493 3.00719 0.114
C -1.98818 1.35502 2.45412 -0.114
C -2.45527 0.04556 2.16536 0.093
C -1.45370 -0.88669 2.59288 0.099
C -1.76187 -2.31353 2.94310 -0.021
C -3.86465 -0.31431 1.81691 0.004
C -2.84763 2.56426 2.64064 0.004
C -0.01137 2.40207 3.70068 -0.014
C 0.68371 -0.67471 4.06944 0.043
H -0.88002 -2.82276 3.32619 -0.004
H -2.15233 -2.88066 2.09731 -0.015
H -2.52436 -2.31586 3.72549 -0.003
H -4.30721 0.39667 1.12047 -0.013
H -4.47201 -0.31631 2.72666 -0.002
H -3.91937 -1.31356 1.38677 -0.012
H -2.38773 3.48413 2.27648 -0.002
H -2.99267 2.69134 3.71714 -0.003
H -3.83099 2.44461 2.19434 -0.002
H -0.05918 3.31882 3.11173 0.001
H 1.02863 2.20044 3.93545 0.004
H -0.53509 2.58975 4.64174 -0.001
H 1.21801 0.13530 4.56023 0.000
H 1.41579 -1.31920 3.59054 -0.017
H 0.18713 -1.25926 4.84615 0.002
C 0.98735 4.79462 -1.12824 0.002
N 0.39845 3.58810 -0.55509 0.002
C 1.29351 2.94103 0.37731 -0.007
C -0.79907 3.12248 -0.94885 0.079
N -1.21975 1.88264 -0.72723 0.044
C -2.61693 1.67353 -1.07429 0.092
C -3.54798 2.45681 -0.38840 0.025
C -4.86721 2.55295 -0.78607 -0.002
C -5.21029 2.05255 -2.02846 0.008
C -4.28860 1.31001 -2.76627 0.007
C -4.43567 1.35677 -4.22631 0.001
C -3.47139 1.12841 -5.12144 -0.001
C -2.26817 0.26752 -4.87915 0.001
C -2.22779 -0.21190 -2.77476 0.011
N -1.56971 -1.05882 -1.74341 0.020
C -1.91212 -2.40421 -1.56523 0.068
N -3.12846 -2.68545 -1.06502 -0.008
C -4.26138 -1.77506 -1.17551 -0.002
C -3.38520 -3.87207 -0.25018 0.001
N -1.10492 -3.44850 -1.77932 0.011
C -1.64965 -4.75693 -2.15223 -0.002
C 0.34252 -3.44161 -1.92256 0.011
C -3.08547 0.88527 -2.15508 -0.097
N -1.59820 4.05192 -1.61173 0.003
C -1.93988 5.29472 -0.93937 0.002
C -1.78816 4.00370 -3.05308 -0.001
H 2.00705 4.56642 -1.44167 -0.001
H 1.02588 5.59420 -0.38530 0.001
H 0.43377 5.13594 -1.99453 0.001
H 1.69081 3.68533 1.07073 -0.005
H 2.12347 2.46357 -0.14161 -0.017
H 0.75033 2.17674 0.93865 0.174
H -3.19148 3.05340 0.43457 0.002
H -5.57930 3.11925 -0.19966 0.000
H -6.16333 2.30035 -2.47919 0.000
H -5.34071 1.85089 -4.56266 0.000
H -3.64252 1.41835 -6.15089 0.000
H -1.78388 0.03324 -5.82189 0.000
H -3.97859 -0.75881 -0.91701 0.004
H -4.67747 -1.78292 -2.18311 0.000
H -5.03934 -2.09776 -0.48940 0.001
H -2.46454 -4.39510 -0.01466 0.000
H -4.08556 -4.56089 -0.72456 0.000
H -3.83314 -3.53825 0.68697 -0.001
H -2.71477 -4.71057 -2.34728 0.000
H -1.44634 -5.51075 -1.39037 0.000
H -1.15214 -5.06631 -3.07206 0.000
H 0.78700 -2.53938 -1.52501 -0.009
H 0.60884 -3.55092 -2.97011 0.000
H 0.73297 -4.30879 -1.38919 -0.001
H -1.61519 5.25838 0.10043 0.000
H -3.02575 5.42622 -0.95598 0.000
H -1.48368 6.16914 -1.41288 0.000
H -0.90611 3.60313 -3.55905 0.000
H -1.93253 5.02048 -3.41751 0.000
H -2.66297 3.41562 -3.34510 -0.001
C 3.30075 -5.02768 5.17917 0.000
C 3.15495 -4.07486 4.02874 -0.002
C 4.14013 -3.15852 3.70695 0.001
C 4.01277 -2.25436 2.65043 -0.009
C 5.23212 -1.42742 2.32624 0.000
C 2.82020 -2.23753 1.91542 -0.030
Te 2.29697 -0.85925 0.33081 0.119
N -0.32291 -0.58695 -1.27838 -0.041
C 0.47218 0.03562 -2.21028 -0.016
O 1.39338 0.77257 -1.86529 0.032
C -0.00676 -0.20225 -3.61432 -0.001
C 0.31239 -1.31452 -4.28740 -0.004
C -0.66987 -2.16350 -4.95249 0.000
C -1.97837 -2.14186 -4.64653 -0.002
C -2.73020 -0.97845 -4.05135 0.003
C -1.28029 0.55598 -3.72466 0.002
C 3.82676 0.62225 0.50042 0.014
C 3.95121 1.42445 1.63728 0.008
C 3.00002 1.32889 2.79600 0.009
C 5.01282 2.31783 1.71923 0.001
C 5.94979 2.42956 0.70269 0.000
C 7.12773 3.35092 0.82976 0.000
C 5.79129 1.63372 -0.42729 0.002
C 4.75468 0.71997 -0.55183 0.010
C 4.69554 -0.14046 -1.78566 0.000
C 1.87722 -3.26184 2.13807 0.053
C 0.76740 -3.53016 1.15567 -0.039
C 2.04073 -4.13757 3.19711 0.001
H 4.30159 -4.98772 5.60434 0.000
H 3.09935 -6.05100 4.86125 0.000
H 2.58586 -4.78601 5.96804 0.000
H 5.06584 -3.15815 4.27125 0.000
H 6.12182 -1.99136 2.60292 0.000
H 5.26138 -0.48663 2.87724 0.000
H 5.29274 -1.20437 1.26554 0.000
H 1.30343 -1.73245 -4.13992 0.000
H -0.29294 -2.98270 -5.55476 0.000
H -2.61157 -2.92059 -5.05863 0.000
H -3.80005 -1.16785 -4.08277 0.000
H -1.10840 1.59872 -3.47673 -0.003
H 2.00762 1.03927 2.45471 -0.014
H 2.94444 2.28310 3.31990 0.000
H 3.33778 0.57519 3.51261 -0.001
H 5.11583 2.92889 2.60923 0.000
H 6.98952 4.06649 1.63805 0.000
H 7.30596 3.89745 -0.09606 0.000
H 8.02774 2.77063 1.04236 0.000
H 6.51229 1.71787 -1.23268 0.000
H 5.54217 0.06600 -2.43784 0.000
H 3.78008 0.05126 -2.34218 0.001
H 4.72227 -1.20027 -1.52242 0.003
H 0.10785 -2.67092 1.00218 0.092
H 0.16612 -4.38123 1.47349 -0.003
H 1.21944 -3.78075 0.19666 -0.006
H 1.30125 -4.91438 3.36389 0.000
```

HOMO-LUMO gap (alpha / beta)	7.421 / 7.493	eV
2S+1	4
net charge	+2
<S²>	3.78
highest occupied orbital energy (alpha / beta)	-11.8 / -12.5	eV